Record 1
{
  "formula": "C48H36BrIrN3P3Se4",
  "method": "the ωB97M-V functional and the def2-TZVPD basis",
  "elements": ["Ir", "Se", "P", "C", "C", "C", "C", "C", "C", "C", "C", "C", "C", "C", "C", "C", "C", "N", "N", "N", "P", "Se", "C", "C", "C", "C", "C", "C", "C", "C", "C", "C", "C", "C", "H", "H", "H", "H", "H", "H", "H", "H", "H", "H", "H", "H", "H", "H", "H", "H", "H", "H", "H", "H", "Se", "P", "Se", "C", "C", "C", "C", "C", "C", "C", "C", "C", "C", "C", "C", "H", "H", "H", "H", "H", "H", "H", "H", "H", "H", "Br", "C", "C", "C", "C", "C", "C", "C", "C", "C", "C", "H", "H", "H", "H", "H", "H"],
  "xyz": [[1.665, 1.622, 0.260], [-2.148, -2.670, 4.632], [-2.426, -2.214, 2.606], [-4.122, -1.630, 2.334], [-4.532, -0.558, 3.130], [-5.828, -0.081, 3.037], [-6.729, -0.678, 2.161], [-6.329, -1.749, 1.378], [-5.027, -2.227, 1.463], [-2.099, -3.667, 1.580], [-2.955, -4.763, 1.696], [-2.658, -5.944, 1.037], [-1.492, -6.051, 0.289], [-0.624, -4.974, 0.200], [-0.925, -3.782, 0.843], [-1.257, -0.898, 2.052], [-0.829, -0.215, 0.896], [0.249, 0.514, 1.305], [0.427, 0.353, 2.604], [-0.455, -0.479, 3.057], [-1.237, 0.019, -0.833], [0.527, 0.821, -1.817], [-1.745, -1.498, -1.641], [-3.040, -1.968, -1.454], [-3.434, -3.150, -2.055], [-2.544, -3.853, -2.855], [-1.263, -3.367, -3.070], [-0.856, -2.191, -2.462], [-2.609, 1.189, -0.984], [-3.626, 1.216, -0.035], [-4.672, 2.117, -0.169], [-4.698, 3.000, -1.238], [-3.679, 2.983, -2.181], [-2.638, 2.077, -2.060], [-3.831, -0.118, 3.830], [-6.144, 0.744, 3.662], [-7.746, -0.312, 2.098], [-7.035, -2.224, 0.709], [-4.725, -3.072, 0.860], [-3.833, -4.697, 2.326], [-3.324, -6.792, 1.128], [-1.253, -6.982, -0.207], [0.298, -5.063, -0.361], [-0.234, -2.950, 0.786], [-3.744, -1.403, -0.860], [-4.439, -3.524, -1.905], [-2.854, -4.781, -3.317], [-0.579, -3.905, -3.713], [0.143, -1.809, -2.628], [-3.597, 0.561, 0.822], [-5.462, 2.124, 0.569], [-5.510, 3.709, -1.333], [-3.692, 3.676, -3.011], [-1.845, 2.064, -2.797], [3.550, 2.398, -1.181], [4.278, 0.319, -1.033], [2.972, -0.751, 0.319], [4.238, -0.387, -2.699], [3.603, -1.601, -2.936], [3.533, -2.101, -4.229], [4.092, -1.393, -5.280], [4.731, -0.181, -5.043], [4.798, 0.327, -3.758], [5.989, 0.353, -0.454], [6.394, -0.470, 0.590], [7.702, -0.405, 1.050], [8.599, 0.478, 0.471], [8.194, 1.301, -0.573], [6.891, 1.247, -1.032], [3.164, -2.151, -2.114], [3.038, -3.046, -4.414], [4.029, -1.781, -6.288], [5.167, 0.372, -5.864], [5.271, 1.285, -3.590], [5.692, -1.155, 1.048], [8.016, -1.042, 1.867], [9.615, 0.535, 0.840], [8.894, 1.993, -1.022], [6.577, 1.915, -1.824], [3.049, 2.051, 2.415], [2.203, 3.696, 2.804], [2.638, 4.461, 3.846], [2.007, 5.696, 4.081], [0.991, 6.114, 3.265], [0.537, 5.311, 2.196], [-0.526, 5.731, 1.355], [-0.992, 4.922, 0.359], [-0.419, 3.653, 0.153], [0.670, 3.226, 0.890], [1.148, 4.056, 1.956], [3.452, 4.130, 4.476], [2.341, 6.312, 4.904], [0.516, 7.073, 3.430], [-0.972, 6.702, 1.533], [-1.813, 5.238, -0.270], [-0.842, 3.018, -0.605]],
  "mulliken_charge": [1.253, -0.293, -0.185, 0.611, -0.430, -0.768, -0.611, -0.751, -0.076, 0.647, -0.508, -0.823, -0.577, -0.715, -0.250, 0.611, 0.031, 0.519, -0.681, -0.624, 0.286, -0.337, 1.194, -0.781, -0.614, -0.698, -0.734, -0.373, 0.490, -0.140, -0.687, -0.699, -0.757, -0.526, 0.445, 0.435, 0.421, 0.457, 0.407, 0.545, 0.430, 0.428, 0.477, 0.545, 0.516, 0.470, 0.419, 0.469, 0.141, 0.236, 0.515, 0.427, 0.446, 0.561, -0.297, 0.230, -0.349, 1.100, -0.368, -0.647, -0.501, -0.749, -0.538, 1.211, -0.477, -0.685, -0.482, -0.746, -0.527, 0.363, 0.443, 0.409, 0.404, 0.209, 0.343, 0.422, 0.397, 0.407, 0.230, -0.059, 1.164, -0.736, -0.641, -0.939, 0.986, -0.873, -1.152, -0.317, -0.020, 0.638, 0.442, 0.406, 0.418, 0.407, 0.511, 0.167],
  "spin_multiplicity": 2,
  "e_homo_ev": [-9.39, -9.39],
  "total_charge": 1,
  "total_energy_ha": -15323.02521,
  "e_above_lowest_kcal_mol": 0.0,
  "lumo_ha": [-0.12369, -0.19898],
  "orbital_gap_ev": [6.0288, 3.9783]
}

---

Record 2
{
  "formula": "C48H36Cl8FeN6OPS3",
  "method": "the ωB97M-V functional and the def2-TZVPD basis",
  "elements": ["Fe", "C", "S", "C", "S", "N", "N", "C", "C", "C", "C", "C", "C", "N", "H", "H", "H", "H", "H", "H", "H", "H", "Cl", "C", "C", "C", "Cl", "C", "Cl", "C", "Cl", "C", "Cl", "Cl", "C", "C", "C", "C", "C", "C", "N", "C", "C", "N", "C", "O", "C", "C", "C", "Cl", "S", "C", "C", "C", "Cl", "C", "H", "H", "H", "H", "H", "H", "H", "H", "H", "H", "H", "H", "H", "N", "P", "C", "C", "C", "C", "C", "C", "C", "C", "C", "C", "C", "C", "C", "C", "C", "C", "C", "C", "H", "H", "H", "H", "H", "H", "H", "H", "H", "H", "H", "H", "H", "H", "H"],
  "xyz": [[0.239, 0.183, -0.001], [4.548, -3.156, -1.231], [3.217, -2.618, -2.353], [2.247, -1.736, -1.152], [2.570, -0.082, -0.862], [1.349, -2.422, -0.519], [0.559, -1.714, 0.290], [0.100, -2.316, 1.380], [-0.660, -1.555, 2.272], [-1.106, -2.025, 3.531], [-1.772, -1.180, 4.374], [-2.027, 0.131, 3.951], [-1.599, 0.501, 2.688], [-0.934, -0.284, 1.865], [5.278, -3.696, -1.825], [4.115, -3.801, -0.473], [4.991, -2.272, -0.782], [0.387, -3.338, 1.605], [-0.898, -3.047, 3.807], [-2.113, -1.520, 5.343], [-2.557, 0.822, 4.587], [-1.816, 1.496, 2.316], [-2.232, 0.238, -0.461], [-1.668, 1.855, -0.527], [-0.294, 1.970, -0.437], [0.232, 3.248, -0.607], [1.937, 3.432, -0.593], [-0.583, 4.363, -0.771], [0.095, 5.937, -0.920], [-1.965, 4.206, -0.818], [-2.982, 5.583, -0.999], [-2.521, 2.930, -0.726], [-4.220, 2.718, -0.907], [-0.630, -6.602, -2.274], [-0.667, -5.286, -3.383], [0.358, -4.357, -3.394], [0.302, -3.302, -4.285], [-0.755, -3.168, -5.181], [-0.848, -1.984, -6.112], [-1.516, -0.812, -5.355], [-0.728, -0.350, -4.250], [0.230, 0.622, -4.324], [0.692, 0.804, -3.058], [0.040, -0.043, -2.207], [-0.789, -0.730, -2.957], [0.374, -1.502, -6.617], [1.068, -2.395, -7.476], [2.106, -3.196, -6.749], [2.007, -4.522, -6.427], [0.724, -5.581, -6.837], [3.363, -5.091, -5.508], [4.067, -3.518, -5.557], [3.298, -2.631, -6.236], [-1.773, -4.116, -5.139], [-3.140, -3.993, -6.199], [-1.745, -5.176, -4.252], [1.191, -4.434, -2.714], [1.100, -2.575, -4.289], [-1.504, -2.249, -6.960], [-2.495, -1.140, -4.997], [-1.645, 0.020, -6.053], [0.496, 1.082, -5.253], [1.453, 1.470, -2.707], [-1.444, -1.501, -2.602], [1.561, -1.757, -8.219], [0.362, -3.062, -7.989], [5.000, -3.346, -5.062], [3.550, -1.594, -6.361], [-2.544, -5.899, -4.236], [1.145, 1.075, 1.521], [2.161, 2.028, 2.154], [1.639, 3.762, 2.458], [2.526, 4.739, 2.886], [2.077, 6.031, 3.080], [0.739, 6.340, 2.902], [-0.163, 5.348, 2.556], [0.292, 4.062, 2.333], [2.476, 1.593, 3.919], [3.711, 1.506, 4.546], [3.777, 1.127, 5.876], [2.622, 0.847, 6.591], [1.386, 0.951, 5.971], [1.319, 1.323, 4.643], [3.874, 2.112, 1.491], [4.481, 0.860, 1.483], [5.742, 0.694, 0.946], [6.404, 1.781, 0.399], [5.790, 3.021, 0.371], [4.526, 3.190, 0.909], [3.560, 4.487, 3.071], [2.779, 6.802, 3.364], [0.403, 7.358, 3.032], [-1.216, 5.576, 2.449], [-0.382, 3.269, 2.041], [4.620, 1.732, 4.001], [4.742, 1.048, 6.358], [2.688, 0.538, 7.626], [0.477, 0.738, 6.520], [0.369, 1.400, 4.132], [3.930, 0.026, 1.900], [6.205, -0.282, 0.938], [7.394, 1.660, -0.020], [6.292, 3.865, -0.082], [4.058, 4.164, 0.867]],
  "mulliken_charge": [-1.836, -0.777, 0.316, -0.107, -0.274, -1.557, 1.753, -0.799, 0.714, -1.205, -0.394, -0.962, 0.015, 0.717, 0.387, 0.258, 0.112, 0.393, 0.453, 0.420, 0.432, 0.192, -0.180, 1.284, -0.331, 0.765, -0.060, 0.266, -0.176, 0.430, -0.234, -0.083, -0.237, -0.266, -0.129, -1.390, 0.924, 0.240, -1.013, -1.516, 0.292, -1.193, -0.974, 0.965, -0.882, -0.345, -1.264, 0.134, 0.868, -0.170, -0.197, -0.569, -0.565, 0.857, -0.258, -0.638, 0.463, 0.314, 0.992, 0.453, 0.482, 0.512, 0.688, 0.578, 0.507, 0.413, 0.549, 0.417, 0.460, 0.890, -1.103, 1.529, -0.940, -0.955, -0.609, -0.630, 0.004, 0.731, -0.470, -0.705, -0.579, -0.754, -0.440, 1.226, -0.948, -0.751, -0.764, -0.952, -0.548, 0.594, 0.422, 0.386, 0.436, 0.350, 0.323, 0.407, 0.365, 0.419, 0.279, 0.568, 0.458, 0.369, 0.412, 0.549],
  "spin_multiplicity": 5,
  "e_homo_ev": [-2.54, -3.99],
  "total_charge": -1,
  "total_energy_ha": -8735.65950,
  "e_above_lowest_kcal_mol": 71.3,
  "lumo_ha": [0.07177, 0.07174],
  "orbital_gap_ev": [4.4895, 5.9438]
}

---

Record 3
{
  "formula": "C48H37F6I2NO4",
  "method": "the ωB97M-V functional and the def2-TZVPD basis",
  "elements": ["O", "C", "O", "N", "C", "O", "C", "C", "C", "F", "C", "I", "C", "C", "C", "C", "I", "C", "C", "O", "C", "C", "C", "C", "C", "C", "H", "H", "H", "H", "H", "H", "H", "H", "H", "H", "H", "H", "F", "C", "C", "C", "C", "C", "C", "H", "H", "H", "H", "H", "F", "C", "C", "C", "C", "C", "C", "H", "H", "H", "H", "H", "F", "C", "C", "C", "C", "C", "C", "H", "H", "H", "H", "H", "F", "C", "C", "C", "C", "C", "C", "H", "H", "H", "H", "H", "F", "C", "C", "C", "C", "C", "C", "H", "H", "H", "H", "H"],
  "xyz": [[-3.318, 0.090, 2.643], [-2.305, 0.698, 2.876], [-2.377, 2.114, 2.787], [-1.753, 2.581, 1.654], [-2.329, 2.289, 0.372], [-3.368, 2.634, -0.105], [-1.207, 1.417, -0.286], [-1.231, 0.544, -1.439], [0.030, -0.160, -1.743], [0.056, -1.019, -2.803], [1.256, -0.002, -0.953], [2.947, -1.185, -1.548], [1.274, 0.926, 0.207], [2.542, 1.131, 1.096], [3.840, 1.568, 0.299], [4.328, 3.028, 0.604], [5.000, 3.139, 2.670], [0.040, 1.622, 0.516], [-0.312, 2.662, 1.630], [0.369, 3.390, 2.286], [-1.059, -0.090, 3.290], [0.133, 0.485, 3.924], [1.328, -0.264, 4.283], [1.375, -1.697, 4.010], [0.178, -2.308, 3.411], [-1.025, -1.552, 3.051], [-2.160, 0.425, -2.037], [2.743, 0.251, 1.758], [2.291, 1.989, 1.787], [4.649, 0.798, 0.422], [3.563, 1.550, -0.798], [3.563, 3.798, 0.346], [5.234, 3.205, -0.041], [0.117, 1.589, 4.111], [2.159, 0.318, 4.757], [2.297, -2.268, 4.253], [0.220, -3.413, 3.229], [-1.881, -2.112, 2.605], [-1.609, 5.541, -5.236], [-2.530, 4.646, -4.836], [-2.557, 4.247, -3.511], [-3.511, 3.326, -3.097], [-4.418, 2.808, -4.015], [-4.377, 3.213, -5.345], [-3.430, 4.142, -5.757], [-1.836, 4.657, -2.814], [-3.546, 3.012, -2.059], [-5.160, 2.085, -3.692], [-5.082, 2.805, -6.059], [-3.388, 4.476, -6.786], [6.004, -3.553, 1.775], [6.584, -3.516, 0.562], [5.869, -3.018, -0.511], [6.465, -2.972, -1.764], [7.766, -3.436, -1.931], [8.472, -3.938, -0.844], [7.880, -3.974, 0.412], [4.854, -2.669, -0.358], [5.917, -2.577, -2.612], [8.229, -3.404, -2.910], [9.483, -4.303, -0.975], [8.418, -4.354, 1.273], [4.383, -0.997, 5.315], [5.719, -1.168, 5.248], [6.277, -1.684, 4.094], [7.653, -1.856, 4.021], [8.452, -1.519, 5.108], [7.877, -1.005, 6.265], [6.502, -0.823, 6.334], [5.639, -1.948, 3.262], [8.102, -2.252, 3.119], [9.526, -1.657, 5.053], [8.500, -0.747, 7.113], [6.037, -0.416, 7.224], [-9.702, -1.422, 2.416], [-8.589, -0.690, 2.223], [-8.679, 0.512, 1.544], [-7.531, 1.270, 1.349], [-6.307, 0.813, 1.825], [-6.230, -0.399, 2.502], [-7.379, -1.153, 2.707], [-9.640, 0.848, 1.173], [-7.590, 2.217, 0.825], [-5.412, 1.403, 1.669], [-5.279, -0.755, 2.868], [-7.340, -2.096, 3.239], [-3.713, 0.469, -7.348], [-4.632, -0.425, -6.948], [-4.661, -0.824, -5.622], [-5.615, -1.744, -5.208], [-6.522, -2.263, -6.124], [-6.480, -1.859, -7.453], [-5.534, -0.930, -7.867], [-3.941, -0.415, -4.923], [-5.651, -2.057, -4.171], [-7.264, -2.985, -5.801], [-7.185, -2.267, -8.167], [-5.492, -0.597, -8.897]],
  "mulliken_charge": [-0.365, 0.308, -0.343, 0.247, 0.103, -0.614, -0.029, -0.833, 0.270, -0.351, -0.478, 0.234, 1.634, -0.026, -0.577, -1.190, 0.000, 0.131, -0.463, -0.492, 0.515, -0.131, -0.470, -0.281, -0.573, -0.548, 0.592, 0.244, 0.143, 0.258, 0.358, 0.408, 0.525, 0.314, 0.392, 0.419, 0.333, 0.378, -0.331, 0.425, -0.724, -0.016, -0.924, -0.214, -0.609, 0.456, 0.634, 0.503, 0.429, 0.422, -0.289, -0.141, 0.065, -0.149, -0.505, -0.459, -0.291, 0.215, 0.250, 0.374, 0.370, 0.434, -0.180, 0.314, -0.181, -0.213, -0.651, -0.400, -0.651, 0.517, 0.291, 0.375, 0.364, 0.422, -0.323, 0.214, -0.352, -0.551, -0.210, -0.236, -0.531, 0.410, 0.406, 0.302, 0.468, 0.425, -0.323, 0.128, -0.109, -0.461, -0.430, -0.415, -0.429, 0.544, 0.362, 0.369, 0.359, 0.411],
  "e_homo_ev": -8.92,
  "total_energy_ha": -3401.43267,
  "smiles": "O=C(ON1C(=O)c2cc(F)c(I)c(CCCI)c2C1=O)c1ccccc1.Fc1ccccc1.Fc1ccccc1.Fc1ccccc1.Fc1ccccc1.Fc1ccccc1",
  "lumo_ha": -0.04094,
  "orbital_gap_ev": 7.8100
}